[1]
The following is a DFT calculation (ωB97M-V with the def2-TZVPD basis set) of a 12-piece molecular cluster, C45H125N11O12 overall in a non-equilibrium geometry.

Calculated values
Energy = -89645.388 eV
Maximum force = 0.066 hartree/bohr
ΔE to the lowest compared entry with this formula, charge and spin = 27.5 kcal/mol
SMILES string = COC[C@H](C)N.COC[C@H](C)N.COC[C@H](C)N.COC[C@H](C)N.COC[C@H](C)N.COC[C@H](C)N.COC[C@H](C)N.COC[C@H](C)N.COC[C@H](C)N.COC[C@H](C)N.COC[C@H](C)N.CO

Atoms and positions in Å:
C -1.107 3.023 4.031
O -0.584 2.446 5.225
C 0.003 3.374 6.078
C 0.494 2.842 7.441
C 0.905 4.011 8.358
N 1.677 2.053 7.190
H -1.700 2.312 3.523
H -0.352 3.469 3.361
H -1.718 3.845 4.383
H 0.881 3.868 5.678
H -0.723 4.147 6.324
H -0.314 2.273 7.893
H 1.410 3.623 9.264
H 0.082 4.549 8.810
H 1.605 4.670 7.873
H 2.054 1.459 7.929
H 1.558 1.364 6.410
C 4.556 0.869 0.252
O 5.294 -0.247 0.754
C 5.072 -0.576 2.083
C 6.205 -1.465 2.563
C 6.138 -1.665 4.074
N 7.491 -1.184 2.101
H 4.683 1.066 -0.794
H 4.858 1.802 0.828
H 3.472 0.714 0.425
H 5.188 0.369 2.678
H 4.130 -0.995 2.382
H 5.991 -2.509 2.225
H 5.135 -1.923 4.407
H 6.324 -0.686 4.628
H 6.846 -2.324 4.536
H 7.656 -1.267 1.098
H 7.817 -0.276 2.369
C -2.879 0.503 -4.203
O -2.319 0.140 -5.460
C -1.877 1.127 -6.354
C -1.422 0.501 -7.699
C -1.053 1.613 -8.599
N -2.328 -0.436 -8.328
H -3.577 1.349 -4.227
H -2.199 0.685 -3.389
H -3.414 -0.418 -3.935
H -2.694 1.879 -6.380
H -1.059 1.702 -5.909
H -0.502 -0.069 -7.515
H -0.583 1.113 -9.468
H -0.412 2.368 -8.160
H -1.960 2.045 -8.907
H -2.744 -1.029 -7.643
H -3.105 0.106 -8.711
C -2.146 -6.913 5.769
O -2.643 -6.174 4.664
C -2.065 -4.939 4.385
C -2.829 -4.292 3.181
C -2.058 -3.093 2.674
N -4.283 -4.060 3.347
H -2.667 -7.845 5.710
H -2.337 -6.457 6.727
H -1.087 -7.179 5.669
H -2.050 -4.178 5.176
H -0.983 -5.134 4.085
H -2.802 -5.036 2.340
H -1.064 -3.310 2.348
H -1.934 -2.416 3.536
H -2.557 -2.575 1.824
H -4.461 -3.401 4.100
H -4.680 -4.910 3.682
C -0.758 3.983 -3.465
O 0.487 4.766 -3.352
C 1.576 4.054 -3.782
C 2.129 2.973 -2.846
C 2.377 3.490 -1.420
N 3.361 2.333 -3.388
H -0.753 3.125 -2.772
H -0.970 3.691 -4.514
H -1.539 4.718 -3.236
H 1.426 3.601 -4.772
H 2.382 4.788 -4.000
H 1.362 2.163 -2.824
H 3.271 4.169 -1.401
H 2.653 2.652 -0.707
H 1.527 3.986 -0.983
H 3.062 1.595 -3.978
H 3.951 2.938 -3.928
C -2.794 3.996 0.166
O -3.700 5.022 0.609
C -3.859 6.068 -0.393
C -4.871 7.143 -0.017
C -5.097 8.170 -1.129
N -4.476 7.931 1.202
H -1.894 4.409 -0.316
H -3.240 3.386 -0.602
H -2.458 3.425 1.028
H -2.872 6.462 -0.620
H -4.290 5.617 -1.321
H -5.792 6.613 0.258
H -5.656 8.978 -0.671
H -5.551 7.808 -2.050
H -4.158 8.572 -1.520
H -3.789 8.638 0.975
H -4.109 7.312 1.921
C -0.699 -3.536 -2.390
O -1.997 -4.107 -2.497
C -2.483 -4.790 -1.360
C -3.862 -5.232 -1.669
C -4.665 -5.630 -0.459
N -3.885 -6.368 -2.621
H -0.634 -2.900 -3.259
H 0.113 -4.269 -2.482
H -0.502 -2.928 -1.506
H -1.809 -5.578 -0.972
H -2.433 -4.018 -0.588
H -4.311 -4.463 -2.244
H -4.946 -4.837 0.221
H -4.066 -6.331 0.159
H -5.509 -6.264 -0.712
H -3.261 -6.105 -3.421
H -3.451 -7.194 -2.246
C 2.558 3.284 -7.615
O 3.123 2.030 -7.839
C 3.319 1.411 -6.601
C 3.900 0.034 -6.774
C 2.976 -0.764 -7.664
N 4.097 -0.601 -5.481
H 3.239 3.930 -6.957
H 1.536 3.230 -7.230
H 2.448 3.801 -8.570
H 3.987 2.039 -6.013
H 2.338 1.312 -6.111
H 4.879 0.197 -7.234
H 3.284 -1.775 -7.879
H 2.911 -0.359 -8.670
H 1.991 -0.796 -7.249
H 4.795 -1.336 -5.651
H 4.517 0.038 -4.779
C 3.712 -3.313 -2.877
O 4.395 -3.521 -1.651
C 3.738 -2.936 -0.494
C 2.568 -3.761 0.087
C 1.999 -3.127 1.336
N 2.880 -5.173 0.399
H 2.634 -3.559 -2.938
H 4.054 -4.013 -3.629
H 3.781 -2.236 -3.144
H 4.509 -2.863 0.299
H 3.446 -1.908 -0.705
H 1.821 -3.879 -0.725
H 2.747 -3.202 2.144
H 1.055 -3.640 1.653
H 1.692 -2.065 1.266
H 3.408 -5.583 -0.350
H 3.455 -5.197 1.249
C 1.750 -0.914 4.472
O 1.017 -0.624 5.632
C -0.321 -1.002 5.573
C -1.026 -0.768 6.906
C -0.382 -1.561 8.036
N -2.367 -1.159 6.818
H 1.608 -1.991 4.173
H 2.828 -0.748 4.684
H 1.413 -0.290 3.583
H -0.866 -0.447 4.786
H -0.347 -2.090 5.321
H -1.034 0.309 7.139
H -0.367 -2.618 7.851
H -0.917 -1.376 8.986
H 0.611 -1.168 8.206
H -2.840 -0.781 6.009
H -2.557 -2.121 6.817
C 1.011 -0.569 -2.887
O -0.128 -0.084 -2.198
C 0.031 0.027 -0.774
C -1.252 0.611 -0.192
C -1.188 0.800 1.325
N -2.413 -0.211 -0.495
H 1.849 0.101 -2.701
H 0.731 -0.506 -3.967
H 1.198 -1.609 -2.604
H 0.205 -0.978 -0.356
H 0.796 0.664 -0.388
H -1.331 1.608 -0.640
H -2.067 0.989 1.859
H -0.440 1.577 1.616
H -0.826 -0.159 1.749
H -3.263 0.236 -0.214
H -2.462 -0.389 -1.482
C -4.496 0.207 2.534
O -4.536 1.410 1.779
H -3.971 -0.555 1.964
H -3.876 0.258 3.470
H -5.496 -0.211 2.799
H -4.866 2.108 2.383

Atomic partial charges in e from the Mulliken method, atoms 1 to 99:
1 C -0.4334
2 O -0.0080
3 C -1.2033
4 C 1.0780
5 C -1.5723
6 N -0.7226
7 H -0.2644
8 H 0.2682
9 H 0.4681
10 H 0.3792
11 H 0.3747
12 H 0.0844
13 H 0.3943
14 H 0.3915
15 H 0.3633
16 H 0.2746
17 H 0.1270
18 C -0.8603
19 O -0.3544
20 C -0.3582
21 C 0.6169
22 C -1.3793
23 N -0.6464
24 H 0.4637
25 H 0.3960
26 H 0.1144
27 H 0.6473
28 H -0.1362
29 H 0.0381
30 H 0.2625
31 H 0.3352
32 H 0.3727
33 H 0.2715
34 H 0.2530
35 C -0.4872
36 O -0.3070
37 C -0.2878
38 C 0.9531
39 C -1.5036
40 N -0.7418
41 H 0.3630
42 H -0.0721
43 H 0.2935
44 H 0.4370
45 H -0.1325
46 H -0.1711
47 H 0.3332
48 H 0.2259
49 H 0.5109
50 H 0.2856
51 H 0.2850
52 C -0.8089
53 O -0.3405
54 C -0.4726
55 C 0.6929
56 C 0.4102
57 N -0.6246
58 H 0.2880
59 H 0.3017
60 H 0.3038
61 H 0.1326
62 H 0.2944
63 H -0.0190
64 H -0.4953
65 H 0.0140
66 H -0.0773
67 H 0.2386
68 H 0.3213
69 C -0.2036
70 O -0.4533
71 C -0.9498
72 C 2.7805
73 C -1.1477
74 N -0.4722
75 H -0.0755
76 H 0.1756
77 H 0.3478
78 H 0.2211
79 H 0.4590
80 H -1.5003
81 H 0.3746
82 H -0.0937
83 H 0.2897
84 H -0.1474
85 H 0.3704
86 C -0.2817
87 O -0.3888
88 C -0.6032
89 C 0.4878
90 C -1.5666
91 N -0.7177
92 H 0.2806
93 H 0.3643
94 H -0.0901
95 H 0.3258
96 H 0.2566
97 H 0.2904
98 H 0.4118
99 H 0.4116

=====

[2]
The following is a DFT calculation (ωB97M-V with the def2-TZVPD basis set) of a 2-piece molecular cluster, C4H5Br4NO2 overall in a non-equilibrium geometry.

Calculated values
Energy = -289978.662 eV
Maximum force = 0.085 hartree/bohr
ΔE to the lowest compared entry with this formula, charge and spin = 22.9 kcal/mol
SMILES string = [O-][N+](O)=C(Br)Br.C=C(Br)CBr

Atoms and positions in Å:
O 2.080 -0.334 0.291
N 1.558 0.636 0.812
O 1.332 0.726 2.182
C 1.178 1.657 0.118
Br 0.417 3.203 0.917
Br 1.328 1.582 -1.745
H 1.612 -0.206 2.584
C -1.663 -0.095 0.559
C -1.376 -0.359 -0.722
Br -1.922 0.622 -2.316
C -0.598 -1.515 -1.303
Br 0.020 -2.806 0.100
H -1.339 -0.811 1.289
H -1.883 0.929 0.678
H -1.130 -2.188 -1.863
H 0.386 -1.040 -1.579

Partial charges, natural (NBO), in e:
1 O -0.4731
2 N 0.2963
3 O -0.5323
4 C -0.1039
5 Br 0.1379
6 Br 0.1749
7 H 0.5119
8 C -0.4505
9 C -0.0469
10 Br 0.0433
11 C -0.4697
12 Br -0.0654
13 H 0.2423
14 H 0.2284
15 H 0.2359
16 H 0.2709

=====

[3]
The following is a DFT calculation (ωB97M-V with the def2-TZVPD basis set) of a 2-piece molecular cluster, C20H33BFN2O6 overall in a non-equilibrium geometry.

Calculated values
Energy = -39915.089 eV
Maximum force = 0.093 hartree/bohr
Charge = +1

Atoms and positions in Å:
C 3.224 -5.183 2.835
C 2.018 -4.121 3.226
C 1.044 -4.323 4.566
C -0.118 -3.188 4.911
C -0.357 -1.860 3.925
C -1.541 -0.825 4.404
C -0.791 0.588 4.846
C -2.636 -0.455 3.226
C 0.595 -1.645 2.579
O 0.438 -0.459 1.710
C -0.016 -0.831 0.358
C 0.883 -0.105 -0.849
C 1.323 1.382 -0.321
O 1.959 2.114 -1.434
C 0.803 2.431 -2.337
B 1.381 3.575 -3.400
O 1.049 3.595 -4.838
N 2.336 4.634 -2.878
C 3.639 4.675 -3.644
C 1.679 6.004 -2.804
C 0.340 1.038 -3.067
N 0.088 -0.125 -2.135
C 1.759 -2.783 2.270
H 2.728 -6.187 2.488
H 3.894 -5.454 3.775
H 3.886 -4.767 1.956
H 1.208 -5.273 5.233
H -0.765 -3.356 5.889
H -2.139 -1.320 5.309
H -1.355 1.122 5.749
H 0.295 0.280 5.180
H -0.783 1.272 3.885
H -2.147 0.063 2.292
H -3.335 -1.360 2.925
H -3.364 0.356 3.705
H 0.005 -2.009 0.169
H -1.155 -0.482 0.278
H 1.854 -0.749 -0.958
H 0.408 1.965 0.118
H 2.179 1.219 0.495
H -0.086 2.938 -1.769
H 0.192 4.137 -4.908
H 3.721 3.676 -4.256
H 4.571 4.790 -2.927
H 3.715 5.556 -4.425
H 2.253 6.836 -3.432
H 0.576 5.989 -3.198
H 1.631 6.430 -1.694
H -0.701 1.269 -3.604
H 1.093 0.791 -3.933
H 0.397 -0.997 -2.660
H -0.939 -0.241 -1.934
H 2.483 -2.641 1.334
C -4.702 -1.573 -2.795
C -3.272 -1.989 -2.855
O -2.802 -1.741 -1.550
C -3.891 -1.894 -0.745
O -3.834 -2.029 0.466
O -5.056 -1.884 -1.462
F -2.579 -1.208 -3.713
H -4.839 -0.500 -2.966
H -5.326 -2.124 -3.504
H -3.122 -3.045 -3.106

Partial charges, natural (NBO), in e:
1 C -0.6666
2 C 0.0038
3 C -0.2220
4 C -0.2124
5 C -0.0250
6 C -0.2568
7 C -0.6316
8 C -0.6298
9 C 0.2519
10 O -0.5575
11 C -0.0847
12 C -0.1149
13 C -0.0996
14 O -0.5120
15 C -0.2894
16 B 1.2503
17 O -0.9569
18 N -0.7950
19 C -0.4139
20 C -0.4259
21 C -0.2684
22 N -0.5494
23 C -0.2942
24 H 0.2368
25 H 0.2454
26 H 0.2311
27 H 0.2432
28 H 0.2479
29 H 0.2337
30 H 0.2294
31 H 0.2309
32 H 0.2126
33 H 0.1961
34 H 0.2430
35 H 0.2191
36 H 0.2296
37 H 0.1937
38 H 0.2402
39 H 0.2030
40 H 0.2599
41 H 0.2233
42 H 0.5099
43 H 0.1985
44 H 0.2166
45 H 0.2005
46 H 0.2206
47 H 0.1770
48 H 0.2137
49 H 0.2426
50 H 0.2596
51 H 0.4524
52 H 0.4610
53 H 0.2186
54 C -0.1364
55 C 0.4361
56 O -0.5253
57 C 0.9566
58 O -0.5349
59 O -0.4531
60 F -0.3394
61 H 0.2075
62 H 0.2269
63 H 0.1719

=====

[4]
The following is a DFT calculation (ωB97M-V with the def2-TZVPD basis set) of a 2-piece molecular cluster, C7H14 overall.

Calculated values
Energy = -7484.639 eV
Maximum force = 0.004 hartree/bohr
ΔE to the lowest compared entry with this formula, charge and spin = 38.2 kcal/mol
SMILES string = C/C=C\C.C=CC

Atoms and positions in Å:
C 0.488 2.486 -0.498
C 0.377 1.272 -1.375
C 0.992 0.104 -1.198
C 1.936 -0.253 -0.083
H 0.896 2.249 0.490
H 1.143 3.240 -0.952
H -0.491 2.958 -0.355
H -0.292 1.368 -2.231
H 0.791 -0.689 -1.918
H 1.847 -1.313 0.178
H 1.748 0.329 0.825
H 2.979 -0.077 -0.376
C -2.058 -0.547 -0.111
C -1.556 -1.649 0.434
C -0.795 -1.678 1.729
H -2.596 -0.564 -1.055
H -1.923 0.427 0.356
H -1.694 -2.602 -0.076
H -0.379 -0.692 1.962
H -1.446 -1.974 2.561
H 0.032 -2.396 1.695

Partial charges, natural (NBO), in e:
1 C -0.6551
2 C -0.1910
3 C -0.1752
4 C -0.6573
5 H 0.2080
6 H 0.2201
7 H 0.2137
8 H 0.1962
9 H 0.1986
10 H 0.2149
11 H 0.2080
12 H 0.2208
13 C -0.3889
14 C -0.1836
15 C -0.6509
16 H 0.1981
17 H 0.1875
18 H 0.1926
19 H 0.2112
20 H 0.2199
21 H 0.2124

=====

> Among the records above, which one has the highest energy?

C7H14